# 1
The following is a DFT calculation (wB97M-V/def2-TZVPD) of C33H30Cl3GeNO4PtSb as an isolated structure.

Structure (XYZ):
```
74
Properties=species:S:1:pos:R:3
Pt 1.11 -0.67 0.40
O 0.38 -1.82 4.25
C 0.43 -1.67 3.05
O 1.07 -0.71 2.45
C -0.32 -2.64 2.13
C -1.07 -3.66 2.73
C -1.78 -4.50 1.92
C -1.75 -4.32 0.52
C -2.49 -5.14 -0.37
C -2.45 -4.91 -1.71
C -1.68 -3.84 -2.22
C -0.95 -3.04 -1.39
C -0.96 -3.27 0.00
N -0.24 -2.46 0.83
H -1.07 -3.73 3.81
H -2.38 -5.31 2.34
H -3.08 -5.94 0.04
H -3.02 -5.53 -2.39
H -1.67 -3.65 -3.29
H -0.38 -2.21 -1.76
C 0.65 -0.91 -3.75
Sb 1.79 -0.37 -2.04
C 2.41 1.55 -2.64
C 3.48 -1.58 -2.46
H 1.23 -0.63 -4.63
H -0.30 -0.39 -3.76
H 0.48 -1.99 -3.78
H 2.96 1.45 -3.58
H 3.04 1.99 -1.88
H 1.52 2.16 -2.80
H 4.05 -1.12 -3.26
H 3.10 -2.55 -2.79
H 4.09 -1.71 -1.58
C 1.87 5.02 2.38
C 0.81 4.43 3.05
C 0.17 3.32 2.51
C 0.59 2.78 1.30
C 1.66 3.37 0.64
C 2.29 4.49 1.17
Ge -0.36 1.26 0.55
C -1.86 0.75 1.70
C -1.70 0.50 3.06
C -2.77 0.13 3.86
C -4.04 0.01 3.30
C -4.22 0.28 1.96
C -3.15 0.66 1.17
C -1.09 1.71 -1.21
C -1.03 3.01 -1.71
C -1.62 3.34 -2.93
C -2.31 2.38 -3.65
C -2.40 1.08 -3.16
C -1.78 0.75 -1.96
H 2.37 5.88 2.80
H 0.47 4.84 4.00
H -0.67 2.89 3.05
H 2.03 2.95 -0.29
H 3.13 4.93 0.64
H -0.72 0.59 3.52
H -2.61 -0.07 4.91
H -4.88 -0.27 3.92
H -5.21 0.21 1.52
H -3.32 0.87 0.12
H -0.53 3.78 -1.14
H -1.55 4.36 -3.30
H -2.78 2.64 -4.59
H -2.94 0.33 -3.72
H -1.85 -0.27 -1.60
Cl 5.96 0.69 -0.69
C 5.38 0.17 0.93
Cl 6.38 -1.16 1.49
Cl 5.48 1.52 2.06
C 3.89 -0.26 0.73
O 3.12 0.70 0.47
O 3.59 -1.45 0.75
```

HOMO-LUMO gap (alpha / beta), eV: 6.95 / 8.15
Expectation value of S²: 0.75
2S+1: 2

***

# 2
The following is a DFT calculation (wB97M-V/def2-TZVPD) of C33H30ClMgN2O4PS as an isolated structure.

Structure (XYZ):
```
73
Properties=species:S:1:pos:R:3
Mg -1.05 -0.08 0.15
C -0.64 0.22 4.52
C -1.49 -0.79 4.95
C -2.27 -1.46 4.03
C -2.19 -1.13 2.67
N -1.34 -0.17 2.28
C -0.59 0.48 3.17
C -3.01 -1.78 1.61
C -4.05 -2.64 1.97
C -4.79 -3.29 1.00
C -4.49 -3.05 -0.34
C -3.47 -2.18 -0.68
C -2.68 -1.51 0.26
H -0.01 0.78 5.21
H -1.56 -1.04 6.00
H -2.91 -2.26 4.35
H 0.08 1.23 2.75
H -4.30 -2.80 3.01
H -5.60 -3.96 1.28
H -5.07 -3.55 -1.12
H -3.29 -2.00 -1.74
C -3.77 1.85 -5.73
C -2.76 1.82 -4.62
C -2.37 0.61 -4.04
C -1.44 0.57 -3.01
C -0.89 1.75 -2.54
C -1.25 2.96 -3.11
C -2.18 2.99 -4.14
S 0.43 1.72 -1.30
O 0.94 0.35 -1.42
O 1.30 2.80 -1.75
N -0.06 1.84 0.18
C -0.98 2.96 0.41
C -2.45 2.59 0.07
O -3.30 3.48 0.19
O -2.61 1.39 -0.31
H -3.78 0.91 -6.28
H -3.57 2.66 -6.43
H -4.78 2.00 -5.33
H -2.81 -0.32 -4.39
H -1.16 -0.38 -2.59
H -0.80 3.88 -2.76
H -2.47 3.94 -4.58
H -0.71 3.86 -0.16
H -0.95 3.24 1.46
Cl 0.04 -3.24 0.66
C 2.37 -1.88 2.56
P 1.92 -0.94 1.03
C 3.04 -1.79 -0.18
C 4.40 -1.93 0.08
C 5.24 -2.57 -0.83
C 4.71 -3.08 -2.01
C 3.36 -2.94 -2.28
C 2.53 -2.31 -1.36
C 2.99 0.56 1.34
C 3.04 1.12 2.62
C 3.71 2.32 2.85
C 4.33 2.98 1.81
C 4.27 2.45 0.53
C 3.61 1.25 0.30
H 1.67 -1.63 3.36
H 3.39 -1.68 2.89
H 2.23 -2.94 2.33
H 4.82 -1.52 0.99
H 6.30 -2.67 -0.61
H 5.36 -3.58 -2.73
H 2.94 -3.33 -3.20
H 1.47 -2.22 -1.56
H 2.55 0.62 3.44
H 3.73 2.73 3.86
H 4.85 3.92 1.99
H 4.73 2.97 -0.30
H 3.55 0.86 -0.71
```

HOMO-LUMO gap, eV: 6.59
Net charge: -2
Energy above the lowest of the compared OMol25 structures with the same formula, charge and spin, kcal/mol: 33.26
2S+1: 1

***

# 3
The following is a DFT calculation (wB97M-V/def2-TZVPD) of C33H30FN6ORuS as an isolated structure.

Structure (XYZ):
```
73
Properties=species:S:1:pos:R:3
Ru -0.03 1.50 0.80
N -2.74 0.25 -2.43
C -1.90 0.99 -1.72
N -1.36 0.58 -0.59
C -1.65 -0.71 -0.14
N -1.03 -1.17 0.95
N -0.22 -0.32 1.48
C 0.48 -0.60 2.65
C 1.31 0.42 3.11
C 2.11 0.31 4.26
C 2.97 1.32 4.60
C 3.03 2.46 3.79
C 2.19 2.55 2.69
N 1.34 1.58 2.34
C -2.60 -1.53 -0.84
C -2.99 -2.80 -0.40
C -3.92 -3.52 -1.12
C -4.46 -2.99 -2.30
C -4.08 -1.75 -2.76
C -3.16 -1.02 -2.03
H -3.11 0.62 -3.30
H -1.65 1.97 -2.10
H 0.37 -1.56 3.14
H 2.04 -0.59 4.87
H 3.60 1.25 5.48
H 3.70 3.27 4.01
H 2.20 3.44 2.07
H -2.55 -3.20 0.51
H -4.22 -4.50 -0.78
H -5.18 -3.57 -2.86
H -4.50 -1.34 -3.68
N 0.30 3.56 -0.04
H -0.41 3.88 -0.69
H 1.17 3.51 -0.56
H 0.40 4.32 0.64
F -6.11 -0.76 1.83
C -5.04 -0.02 1.91
C -4.07 -0.33 2.87
C -2.94 0.43 2.92
C -2.75 1.53 2.03
C -1.57 2.34 2.10
C -3.79 1.83 1.09
C -4.92 1.07 1.03
H -4.24 -1.15 3.56
H -2.18 0.22 3.67
H -1.09 2.33 3.08
H -1.72 3.35 1.72
H -3.68 2.70 0.46
H -5.73 1.30 0.35
O 1.51 1.16 -0.71
S 1.52 0.20 -1.91
C 3.07 0.52 -2.74
C 3.09 0.41 -4.12
C 4.28 0.63 -4.78
C 5.42 0.98 -4.06
C 5.37 1.09 -2.68
C 4.19 0.87 -2.00
C 1.80 -1.42 -1.20
C 1.29 -2.52 -1.86
C 1.52 -3.78 -1.33
C 2.23 -3.92 -0.15
C 2.73 -2.80 0.51
C 2.52 -1.53 -0.01
H 2.19 0.15 -4.67
H 4.33 0.54 -5.86
H 6.35 1.17 -4.59
H 6.26 1.35 -2.12
H 4.14 0.96 -0.92
H 0.75 -2.40 -2.79
H 1.15 -4.66 -1.84
H 2.41 -4.90 0.26
H 3.31 -2.91 1.42
H 2.92 -0.65 0.47
```

HOMO-LUMO gap (alpha / beta), eV: 6.19 / 4.87
Net charge: +3
Energy above the lowest of the compared OMol25 structures with the same formula, charge and spin, kcal/mol: 0.65
Expectation value of S²: 6.08
2S+1: 5

***

# 4
The following is a DFT calculation (wB97M-V/def2-TZVPD) of C33H30MnN4P2S3 as an isolated structure.

Structure (XYZ):
```
73
Properties=species:S:1:pos:R:3
Mn 2.31 0.21 1.00
S 3.63 0.28 3.01
C 3.21 1.92 3.44
C 3.24 2.23 4.85
N 3.23 2.47 5.98
C 2.81 2.87 2.57
S 2.58 2.60 0.85
C 2.46 4.19 3.05
N 2.16 5.24 3.40
S 3.50 -1.15 -0.70
C 4.23 0.03 -1.72
N 4.58 1.24 -1.30
C 5.18 2.28 -2.15
C 5.93 1.62 -3.29
C 4.99 0.65 -3.98
N 4.47 -0.29 -2.99
H 4.32 1.51 -0.35
H 5.84 2.86 -1.52
H 4.39 2.94 -2.52
H 6.79 1.07 -2.90
H 6.29 2.37 -3.99
H 5.51 0.08 -4.76
H 4.17 1.19 -4.45
H 4.19 -1.22 -3.27
C -2.10 -0.47 0.16
P -0.24 -0.40 0.08
C 0.11 -0.20 1.88
C 0.47 -1.40 2.50
C 0.58 -1.48 3.88
C 0.36 -0.36 4.65
C 0.02 0.85 4.05
C -0.13 0.93 2.68
C -0.07 1.22 -0.76
C 0.81 1.25 -1.84
C 0.99 2.42 -2.58
C 0.29 3.57 -2.24
C -0.60 3.54 -1.17
C -0.78 2.38 -0.44
P -2.69 -2.14 0.75
C -4.48 -1.80 0.98
C -4.84 -0.82 1.91
C -6.17 -0.55 2.19
C -7.17 -1.28 1.55
C -6.83 -2.27 0.64
C -5.49 -2.53 0.36
C -2.64 -3.05 -0.84
C -3.24 -2.59 -2.02
C -3.14 -3.32 -3.19
C -2.45 -4.53 -3.20
C -1.86 -5.00 -2.04
C -1.95 -4.26 -0.87
H -2.49 -0.25 -0.83
H -2.45 0.30 0.86
H 0.65 -2.28 1.88
H 0.87 -2.42 4.34
H 0.48 -0.41 5.72
H -0.12 1.74 4.66
H -0.37 1.88 2.22
H 1.36 0.35 -2.10
H 1.67 2.43 -3.43
H 0.44 4.48 -2.80
H -1.15 4.44 -0.90
H -1.49 2.38 0.38
H -4.07 -0.27 2.44
H -6.43 0.21 2.91
H -8.22 -1.07 1.76
H -7.60 -2.85 0.15
H -5.24 -3.31 -0.34
H -3.79 -1.66 -2.02
H -3.61 -2.96 -4.10
H -2.38 -5.11 -4.12
H -1.31 -5.94 -2.05
H -1.49 -4.62 0.04
```

HOMO-LUMO gap (alpha / beta), eV: 7.25 / 7.27
Energy above the lowest of the compared OMol25 structures with the same formula, charge and spin, kcal/mol: 4.23
Expectation value of S²: 8.76
2S+1: 6

***

# 5
The following is a DFT calculation (wB97M-V/def2-TZVPD) of C33H30N4OsP2S as an isolated structure.

Structure (XYZ):
```
71
Properties=species:S:1:pos:R:3
Os 0.73 0.37 0.77
C 3.87 0.88 -1.60
N 3.26 1.98 -0.85
C 3.57 3.34 -0.88
C 2.91 3.96 0.13
N 2.15 2.98 0.78
C 2.40 1.70 0.19
S 3.06 0.37 1.35
C 1.09 3.10 1.66
C 0.59 4.34 2.14
C -0.41 4.39 3.12
C -0.91 3.16 3.63
C -0.44 1.98 3.05
N 0.49 1.95 2.07
H 3.77 -0.02 -0.96
H 4.96 1.16 -1.70
H 3.38 0.70 -2.55
H 4.24 3.79 -1.65
H 2.89 4.98 0.46
H 1.06 5.29 1.79
H -0.86 5.33 3.41
H -1.63 3.14 4.45
H -0.76 1.01 3.34
N -1.38 -1.33 -0.52
P -1.29 0.47 -0.31
C -2.76 0.73 0.68
C -3.54 1.89 0.69
C -4.65 1.98 1.51
C -5.06 0.92 2.31
C -4.29 -0.23 2.31
C -3.16 -0.31 1.47
C -1.52 1.13 -1.89
C -2.77 0.94 -2.47
C -2.98 1.15 -3.84
C -2.01 1.85 -4.58
C -0.75 2.05 -4.00
C -0.45 1.58 -2.71
P 0.21 -1.84 0.05
C 1.17 -2.58 -1.27
C 1.75 -3.84 -1.17
C 2.81 -4.22 -1.98
C 3.19 -3.39 -3.02
C 2.58 -2.20 -3.26
C 1.60 -1.76 -2.39
C 0.21 -3.09 1.30
C 1.45 -3.47 1.85
C 1.57 -4.50 2.70
C 0.40 -5.22 3.07
C -0.83 -4.90 2.55
C -0.93 -3.87 1.57
H -1.62 -1.69 -1.45
H -3.37 2.75 0.04
H -5.19 2.92 1.46
H -5.93 1.06 2.92
H -4.60 -1.09 2.87
H -2.60 -1.26 1.44
H -3.56 0.59 -1.82
H -3.93 0.85 -4.25
H -2.35 2.25 -5.53
H 0.11 2.40 -4.62
H 0.53 1.71 -2.27
H 1.43 -4.52 -0.40
H 3.35 -5.15 -1.62
H 3.95 -3.64 -3.77
H 2.78 -1.67 -4.16
H 1.12 -0.76 -2.47
H 2.43 -2.99 1.55
H 2.51 -4.75 3.21
H 0.60 -5.98 3.85
H -1.74 -5.36 2.95
H -1.90 -3.52 1.25
```

HOMO-LUMO gap (alpha / beta), eV: 5.81 / 3.46
Net charge: +4
Expectation value of S²: 6.09
2S+1: 5

***

# 6
The following is a DFT calculation (wB97M-V/def2-TZVPD) of C33H30N5O2Ru as an isolated structure.

Structure (XYZ):
```
71
Properties=species:S:1:pos:R:3
Ru -0.88 0.69 -0.13
O -1.52 2.60 0.65
C -1.14 3.40 -0.30
C -2.04 4.36 -0.83
C -1.66 5.23 -1.82
C -0.36 5.24 -2.33
C 0.55 4.34 -1.81
C 0.19 3.41 -0.82
C 1.25 2.57 -0.33
N 1.08 1.44 0.30
N 2.34 0.94 0.67
C 2.38 -0.15 1.34
O 1.27 -0.75 1.87
C 3.69 -0.74 1.70
C 3.77 -1.65 2.75
C 4.99 -2.20 3.10
C 6.13 -1.84 2.39
C 6.05 -0.94 1.34
C 4.83 -0.39 0.99
H -3.04 4.37 -0.42
H -2.38 5.94 -2.20
H -0.07 5.94 -3.10
H 1.57 4.34 -2.17
H 2.27 2.91 -0.53
H 2.87 -1.92 3.29
H 5.06 -2.90 3.92
H 7.09 -2.27 2.66
H 6.94 -0.67 0.79
H 4.76 0.32 0.18
C -4.93 0.76 -1.57
C -4.86 0.05 -2.77
C -3.64 -0.48 -3.14
C -2.53 -0.29 -2.31
N -2.62 0.36 -1.12
C -3.81 0.89 -0.79
C -1.18 -0.72 -2.64
C -0.83 -1.26 -3.88
C 0.49 -1.55 -4.16
C 1.43 -1.29 -3.17
C 1.03 -0.77 -1.96
N -0.26 -0.48 -1.66
H -5.86 1.22 -1.25
H -5.73 -0.09 -3.40
H -3.54 -1.02 -4.07
H -3.81 1.46 0.13
H -1.59 -1.42 -4.63
H 0.78 -1.96 -5.12
H 2.48 -1.48 -3.32
H 1.74 -0.54 -1.19
C -2.93 0.21 2.29
N -1.48 0.01 2.26
C -0.87 1.04 3.11
C -1.17 -1.35 2.77
C -0.49 -2.25 1.78
C -1.07 -3.42 1.31
C -0.39 -4.26 0.44
C 0.91 -3.94 0.06
C 1.52 -2.78 0.53
C 0.80 -1.95 1.36
H -3.34 0.07 3.31
H -3.42 -0.49 1.62
H -3.15 1.23 1.97
H -1.24 0.96 4.15
H -1.10 2.02 2.71
H 0.21 0.91 3.12
H -2.09 -1.83 3.12
H -0.53 -1.25 3.65
H -2.08 -3.67 1.62
H -0.86 -5.16 0.07
H 1.45 -4.59 -0.61
H 2.53 -2.54 0.24
```

HOMO-LUMO gap (alpha / beta), eV: 5.96 / 5.80
Energy above the lowest of the compared OMol25 structures with the same formula, charge and spin, kcal/mol: 11.51
Expectation value of S²: 0.77
2S+1: 2